1.
Computed, not measured: a structure of composition C9H23N5O3PdS4, with ωB97M-V with the def2-TZVPD basis set.

Cartesian coordinates (Å):
Pd -0.12 -0.08 -0.23
C 1.05 -2.99 -1.85
C 2.30 -2.14 -1.88
S 2.25 -0.73 -0.69
C 2.73 0.69 -1.74
C 1.84 0.97 -2.94
S 0.08 1.21 -2.50
C -0.79 0.13 -3.68
C -0.34 -1.31 -3.72
S -0.53 -2.12 -2.10
H 0.92 -3.48 -0.88
H 1.13 -3.79 -2.60
H 2.52 -1.74 -2.87
H 3.15 -2.75 -1.58
H 3.75 0.51 -2.09
H 2.76 1.54 -1.06
H 1.91 0.19 -3.70
H 2.16 1.90 -3.40
H -0.68 0.59 -4.67
H -1.85 0.21 -3.41
H 0.68 -1.45 -4.08
H -0.99 -1.86 -4.41
N 0.33 2.54 1.00
N -0.90 2.97 1.55
C -2.02 2.24 1.40
N -3.16 2.64 1.89
N -1.83 1.08 0.70
N -2.74 0.13 0.55
O -2.25 -0.83 -0.12
O -3.84 0.13 1.00
H 1.03 2.56 1.73
H 0.61 3.22 0.29
H -0.92 3.85 2.04
H -3.27 3.52 2.37
H -4.00 2.08 1.77
C -1.95 -2.92 3.40
S -0.60 -3.24 2.26
C 0.73 -4.02 3.18
O -0.12 -1.96 1.65
H -1.56 -2.33 4.23
H -2.34 -3.88 3.74
H -2.74 -2.39 2.87
H 0.63 -5.11 3.09
H 0.64 -3.75 4.24
H 1.69 -3.70 2.77

Gap between HOMO and LUMO (alpha / beta): 9.59 / 6.63 eV
Net charge: +4
Expectation value of S²: 6.025
Energy above the lowest of the compared OMol25 structures with the same formula, charge and spin: 0.0 kcal per mole
Spin multiplicity: 5
LUMO level (alpha / beta): -12.2 / -15.9 eV

2.
Computed, not measured: a structure of composition C9H23O7S2Sn, with ωB97M-V with the def2-TZVPD basis set.

Cartesian coordinates (Å):
Sn 5.46 -20.34 -12.91
C 8.11 -15.15 -19.01
C 7.85 -16.66 -18.90
C 8.87 -17.39 -18.14
O 6.54 -16.98 -18.44
H 8.49 -14.75 -18.07
H 7.23 -14.64 -19.41
H 8.97 -15.21 -19.67
H 7.88 -17.03 -19.92
H 9.22 -18.33 -18.58
H 8.65 -17.75 -17.14
H 9.68 -16.67 -18.01
O 3.26 -24.14 -18.31
S 2.13 -24.09 -19.25
O 1.65 -22.81 -19.87
O 2.24 -25.25 -20.46
C 3.44 -25.73 -20.95
C 3.24 -26.88 -21.92
C 0.61 -24.80 -18.43
H 4.11 -25.94 -20.12
H 4.03 -24.96 -21.44
H 4.22 -26.94 -22.40
H 2.63 -26.51 -22.74
H 2.91 -27.75 -21.37
H -0.06 -23.96 -18.25
H 0.79 -25.44 -17.56
H 0.10 -25.49 -19.10
O 6.46 -27.68 -10.87
S 5.54 -27.91 -12.02
O 5.30 -26.84 -13.00
O 6.07 -29.31 -12.88
C 7.38 -29.28 -13.50
C 7.13 -29.03 -14.99
C 3.84 -28.68 -11.55
H 7.89 -30.22 -13.33
H 8.09 -28.49 -13.24
H 6.80 -28.01 -15.16
H 6.23 -29.56 -15.32
H 7.95 -29.25 -15.67
H 4.08 -29.56 -10.96
H 3.28 -29.04 -12.41
H 3.22 -27.96 -11.02

Gap between HOMO and LUMO: 2.18 eV
Net charge: +1
LUMO level: -7.9 eV

3.
Computed, not measured: a cluster of 2 separate species, C9H23OPSi in total, with ωB97M-V with the def2-TZVPD basis set.

Cartesian coordinates (Å):
C 1.26 -0.30 3.27
C -1.01 -0.41 2.37
C 3.43 -1.89 0.82
C 3.09 0.60 0.14
C -1.85 1.97 -3.22
C -2.58 -1.03 -2.42
C -3.46 1.30 -0.59
C 0.45 -0.20 1.99
C 2.63 -0.85 0.02
O -0.88 0.71 -0.69
Si -2.05 0.81 -1.69
P 0.82 -1.26 0.48
H 1.52 -1.44 3.45
H 2.29 0.09 3.16
H 0.82 0.36 3.92
H -1.53 -0.77 1.39
H -1.50 0.39 2.84
H -0.92 -1.40 3.02
H 3.57 -1.57 1.85
H 2.87 -2.98 0.92
H 4.48 -2.01 0.32
H 3.13 0.73 1.20
H 2.39 1.18 -0.41
H 4.06 0.62 -0.28
H -1.03 2.66 -3.10
H -1.63 1.30 -4.05
H -2.75 2.53 -3.57
H -2.49 -1.91 -1.69
H -3.65 -1.00 -2.57
H -2.13 -1.32 -3.40
H -3.93 0.39 -0.34
H -3.07 1.61 0.45
H -4.24 1.92 -1.02
H 0.55 0.72 1.52
H 2.67 -1.14 -1.07

Gap between HOMO and LUMO (alpha / beta): 5.95 / 6.09 eV
Net charge: 0
Energy above the lowest of the compared OMol25 structures with the same formula, charge and spin: 72.0 kcal per mole
LUMO level (alpha / beta): -2.3 / -2.2 eV

4.
Computed, not measured: a structure of composition C9H24AlN4S3, with ωB97M-V with the def2-TZVPD basis set.

Cartesian coordinates (Å):
Al 1.32 0.85 -0.04
S -0.55 -3.22 -0.31
S -0.53 2.67 -0.33
C 1.08 -3.99 -0.40
C -0.59 -2.43 -1.93
C 0.36 -1.24 -2.14
N -0.19 0.07 -1.70
C 0.19 1.21 -2.58
C -0.68 2.40 -2.17
H -1.64 -2.15 -2.10
H -0.32 -3.22 -2.65
H 0.63 -1.20 -3.21
H 1.30 -1.39 -1.60
H 0.09 0.97 -3.66
H 1.27 1.42 -2.38
H -1.75 2.19 -2.36
H -0.39 3.32 -2.71
C 1.10 3.58 -0.34
H -1.23 0.01 -1.67
H 1.92 2.90 -0.70
H 1.33 3.91 0.68
H 1.06 4.46 -0.99
H 1.54 -3.92 0.59
H 1.75 -3.57 -1.15
H 0.90 -5.05 -0.64
C -3.22 -0.05 0.58
C -2.73 -0.11 1.81
H -3.08 -0.87 -0.10
H -3.52 0.83 0.09
H -2.10 -0.92 2.05
H -2.40 0.78 2.24
N 0.82 1.68 1.99
N 0.79 0.77 3.08
C 0.99 -0.52 2.85
N 0.92 -1.37 3.90
S 1.40 -1.05 1.28
H 0.10 2.43 2.11
H 1.72 2.18 1.99
H 0.49 1.08 4.02
H 0.97 -2.38 3.75
H 0.88 -1.06 4.87

Gap between HOMO and LUMO (alpha / beta): 3.80 / 2.90 eV
Net charge: +3
Energy above the lowest of the compared OMol25 structures with the same formula, charge and spin: 66.0 kcal per mole
LUMO level (alpha / beta): -13.9 / -14.2 eV

5.
Computed, not measured: a structure of composition C9H24F2O9S3Tl, with ωB97M-V with the def2-TZVPD basis set.

Cartesian coordinates (Å):
Tl -0.48 -1.29 0.54
F 0.36 -1.20 -2.27
F -0.57 0.22 2.99
O -2.64 3.43 -0.36
S -1.80 2.80 0.71
O -1.55 1.38 0.69
O -0.35 3.65 0.68
C -0.27 5.02 0.80
C -0.72 5.84 -0.43
C -2.54 3.27 2.40
H 0.82 5.09 0.84
H -0.76 5.34 1.72
H -0.13 6.70 -0.73
H -1.79 6.02 -0.41
H -0.63 5.22 -1.33
H -1.95 2.64 3.07
H -3.59 3.01 2.30
H -2.32 4.32 2.59
O 0.86 -6.00 -1.33
S 0.79 -5.50 0.02
O 0.30 -4.13 0.28
O -0.18 -6.54 0.91
C -0.74 -6.10 2.12
C -1.70 -7.23 2.42
C 2.39 -5.86 0.89
H -1.40 -5.23 2.00
H 0.04 -5.83 2.83
H -2.67 -7.14 1.92
H -1.97 -7.24 3.47
H -1.35 -8.20 2.05
H 2.68 -5.08 1.60
H 3.23 -5.78 0.20
H 2.13 -6.81 1.35
O 2.89 2.86 -0.23
S 2.03 1.91 -0.91
O 0.96 1.22 -0.21
O 1.36 2.77 -2.15
C 0.08 2.42 -2.66
C -0.22 3.31 -3.81
C 3.02 0.67 -1.78
H -0.61 2.60 -1.84
H 0.12 1.38 -2.98
H -0.18 4.30 -3.35
H -1.24 3.15 -4.16
H 0.59 3.20 -4.53
H 2.35 0.25 -2.53
H 3.52 0.05 -1.04
H 3.84 1.11 -2.36

Gap between HOMO and LUMO (alpha / beta): 4.09 / 2.39 eV
Net charge: +2
Expectation value of S²: 1.798
Spin multiplicity: 2
LUMO level (alpha / beta): -9.5 / -12.8 eV

6.
Computed, not measured: a structure of composition C9H24FKO9S3Zn, with ωB97M-V with the def2-TZVPD basis set.

Cartesian coordinates (Å):
Zn -0.84 1.47 -1.33
K 2.07 -0.09 1.80
F 0.52 0.29 -0.47
O -3.03 -2.26 -2.58
S -2.37 -1.62 -1.44
O -2.08 -0.21 -1.54
O -3.22 -1.87 -0.03
C -3.78 -3.15 0.11
C -4.44 -3.24 1.44
C -0.78 -2.50 -1.05
H -3.00 -3.90 -0.01
H -4.54 -3.35 -0.64
H -5.16 -2.43 1.44
H -3.77 -3.04 2.28
H -4.94 -4.19 1.61
H -0.06 -2.03 -1.71
H -0.90 -3.57 -1.23
H -0.56 -2.24 -0.01
O -1.86 1.76 0.42
S -3.19 1.57 1.07
O -4.30 1.13 0.18
O -3.16 0.71 2.40
C -2.02 0.76 3.26
C -2.00 -0.60 4.02
C -3.64 3.18 1.63
H -2.10 1.52 4.04
H -1.00 0.93 2.89
H -1.86 -1.41 3.31
H -2.95 -0.82 4.52
H -1.24 -0.66 4.80
H -4.06 3.75 0.80
H -2.84 3.64 2.20
H -4.35 2.90 2.41
O 4.09 0.74 0.03
S 4.33 1.33 -1.29
O 4.25 2.80 -1.52
O 5.84 0.85 -1.66
C 6.52 1.26 -2.91
C 7.58 2.14 -2.49
C 3.29 0.43 -2.56
H 5.91 1.74 -3.68
H 6.83 0.34 -3.41
H 8.03 1.75 -1.58
H 7.08 3.05 -2.17
H 8.30 2.35 -3.28
H 2.29 0.84 -2.41
H 3.37 -0.57 -2.12
H 3.71 0.54 -3.56

Gap between HOMO and LUMO: 6.74 eV
Net charge: +2
Energy above the lowest of the compared OMol25 structures with the same formula, charge and spin: 73.9 kcal per mole
LUMO level: -8.9 eV

7.
Computed, not measured: a cluster of 3 separate species, C9H24FO2PS2 in total, with ωB97M-V with the def2-TZVPD basis set.

Cartesian coordinates (Å):
C -2.94 4.43 1.25
C -3.39 2.92 0.80
C -2.41 1.72 1.31
C -1.26 1.34 0.16
C -1.03 -0.28 -0.01
P 0.79 -0.83 0.40
F 1.92 -0.18 -0.82
H -3.68 4.77 2.11
H -3.11 5.20 0.36
H -1.85 4.53 1.67
H -3.52 2.95 -0.39
H -4.47 2.70 1.23
H -3.11 0.77 1.49
H -1.87 1.91 2.33
H -1.63 1.73 -0.89
H -0.28 1.92 0.47
H -1.71 -0.94 0.70
H -1.20 -0.61 -1.14
H 1.18 -0.21 1.66
C 3.16 0.84 -6.27
S 2.17 1.62 -4.97
O 2.70 3.01 -4.77
C 2.81 0.60 -3.61
H 2.95 1.34 -7.21
H 4.22 0.93 -6.03
H 2.88 -0.22 -6.35
H 3.89 0.71 -3.55
H 2.54 -0.44 -3.79
H 2.35 0.94 -2.68
C -0.25 -5.51 3.69
S -0.42 -3.74 4.01
O -1.15 -3.14 2.84
C 1.34 -3.35 3.80
H -1.25 -5.96 3.73
H 0.18 -5.68 2.71
H 0.38 -5.96 4.46
H 1.68 -3.65 2.81
H 1.92 -3.87 4.57
H 1.48 -2.27 3.92

Gap between HOMO and LUMO: 9.31 eV
Net charge: 0
LUMO level: 0.6 eV

8.
Computed, not measured: a cluster of 2 separate species, C9H24N3P in total, with ωB97M-V with the def2-TZVPD basis set.

Cartesian coordinates (Å):
C 3.90 -2.27 3.17
C -2.88 0.51 -4.59
C -0.39 1.91 -1.10
C 2.60 -1.58 2.83
C -1.63 0.12 -3.77
C 2.94 -0.12 2.46
C -2.16 -0.10 -2.31
C 1.58 0.48 2.20
C -2.62 1.10 -1.40
N -1.41 -0.11 2.52
N 0.82 -0.31 1.14
N -1.61 1.64 -0.44
P -0.82 -0.61 1.03
H 4.61 -2.54 2.40
H 4.55 -1.85 3.91
H 3.83 -3.36 3.62
H -2.52 0.58 -5.56
H -3.69 -0.32 -4.56
H -3.21 1.50 -4.48
H 0.18 1.22 -1.77
H -0.61 2.96 -1.62
H 0.35 2.20 -0.17
H 2.28 -2.25 2.05
H 2.02 -1.55 3.69
H -1.13 -0.84 -4.02
H -0.84 0.89 -4.04
H 3.35 0.35 3.25
H 3.65 -0.15 1.75
H -3.22 -0.65 -2.39
H -1.40 -0.63 -1.88
H 1.57 1.41 1.72
H 0.82 0.42 3.02
H -3.50 0.87 -0.76
H -3.05 1.78 -2.19
H -2.21 -0.58 2.87
H -1.49 0.87 2.73
H 1.36 -0.99 0.67

Gap between HOMO and LUMO (alpha / beta): 8.17 / 6.72 eV
Net charge: 0
Energy above the lowest of the compared OMol25 structures with the same formula, charge and spin: 69.6 kcal per mole
LUMO level (alpha / beta): 0.7 / 0.5 eV

9.
Computed, not measured: a cluster of 2 separate species, C9H24N3P in total, with ωB97M-V with the def2-TZVPD basis set.

Cartesian coordinates (Å):
C 1.40 -0.39 1.16
C 1.23 -1.83 1.70
C 1.87 0.54 2.20
C -0.76 2.62 0.07
C 1.38 2.33 -1.17
C 1.25 -1.81 -1.60
C -0.35 -0.29 -2.55
C -2.66 -1.19 -0.45
C -2.16 -0.32 1.69
N 0.40 1.85 -0.24
N 0.66 -0.50 -1.49
N -2.24 0.00 0.32
P 0.20 0.19 0.00
H 0.74 -2.64 1.16
H 2.18 -2.31 1.82
H 0.71 -1.76 2.66
H 1.23 0.49 3.17
H 2.88 0.21 2.59
H 2.06 1.56 1.84
H -0.65 3.47 0.87
H -1.07 2.96 -0.94
H -1.50 1.99 0.56
H 1.97 1.46 -1.55
H 1.01 3.05 -2.00
H 2.08 2.99 -0.60
H 1.92 -2.13 -0.83
H 0.69 -2.72 -1.57
H 2.06 -1.82 -2.32
H -1.06 0.44 -2.20
H 0.19 0.31 -3.35
H -0.71 -1.34 -2.98
H -1.89 -2.02 -0.40
H -3.66 -1.36 -0.14
H -2.74 -0.86 -1.52
H -1.40 -1.01 2.06
H -2.15 0.71 2.23
H -3.11 -0.89 1.81

Gap between HOMO and LUMO (alpha / beta): 7.27 / 7.16 eV
Net charge: 0
Energy above the lowest of the compared OMol25 structures with the same formula, charge and spin: 81.9 kcal per mole
LUMO level (alpha / beta): 0.5 / 0.4 eV

10.
Computed, not measured: a cluster of 2 separate species, C9H24NPSi in total, with ωB97M-V with the def2-TZVPD basis set.

Cartesian coordinates (Å):
C 3.19 -1.64 -1.04
C 0.78 -2.61 -1.32
C 2.34 0.88 1.56
C 1.96 2.76 -0.12
C -2.41 -0.40 -1.54
C -3.51 -0.90 1.27
C -3.02 1.99 0.64
C 1.71 -1.50 -0.74
C 2.32 1.27 0.10
N -0.70 0.12 0.78
Si -2.30 0.23 0.28
P 1.11 0.23 -1.08
H 3.54 -2.72 -1.30
H 3.53 -1.09 -1.86
H 3.63 -1.26 -0.11
H 1.00 -3.66 -0.92
H 0.92 -2.81 -2.39
H -0.17 -2.30 -1.14
H 1.58 1.43 2.04
H 2.26 -0.27 1.69
H 3.31 0.99 2.08
H 1.10 2.89 0.55
H 1.80 2.85 -1.25
H 2.78 3.41 0.21
H -1.58 0.04 -1.94
H -2.19 -1.46 -1.50
H -3.36 -0.22 -2.05
H -3.16 -1.56 2.04
H -4.23 -0.19 1.60
H -4.03 -1.43 0.49
H -2.24 2.72 0.41
H -3.94 2.22 -0.09
H -3.51 2.09 1.56
H 1.75 -1.79 0.36
H 3.34 1.13 -0.31
H -0.34 0.63 1.53

Gap between HOMO and LUMO (alpha / beta): 7.36 / 6.71 eV
Net charge: 0
Expectation value of S²: 2.008
Spin multiplicity: 3
LUMO level (alpha / beta): 0.8 / -2.0 eV

11.
Computed, not measured: a structure of composition C9H24O5Si2, with ωB97M-V with the def2-TZVPD basis set.

Cartesian coordinates (Å):
C 1.03 0.79 1.48
C 0.02 0.81 0.77
Si -1.64 0.71 -0.15
C -2.11 -1.07 -0.67
O -0.93 -1.65 -1.31
O -0.55 -2.80 -0.68
O -2.80 1.52 0.82
Si -4.26 0.64 1.04
H 1.98 0.55 2.02
H -1.53 1.49 -1.40
H -2.39 -1.76 0.17
H -2.92 -0.99 -1.47
H -0.37 -2.63 0.27
H -5.27 1.63 1.47
H -4.04 -0.29 2.18
H -4.68 -0.15 -0.11
C 0.96 4.48 -4.31
C 0.46 3.56 -3.21
C 1.20 2.23 -3.23
O -0.94 3.34 -3.37
H 0.79 4.04 -5.30
H 0.42 5.43 -4.29
H 2.03 4.69 -4.21
H 0.60 4.04 -2.24
H 1.03 1.71 -4.18
H 0.82 1.57 -2.44
H 2.27 2.37 -3.09
H -1.07 2.91 -4.23
C 2.91 -3.14 2.57
C 1.67 -2.56 3.23
C 1.28 -3.35 4.47
O 0.58 -2.58 2.30
H 2.73 -4.17 2.25
H 3.17 -2.57 1.67
H 3.76 -3.13 3.25
H 1.85 -1.52 3.50
H 1.05 -4.39 4.22
H 0.38 -2.92 4.93
H 2.09 -3.34 5.21
H 0.41 -3.50 2.06

Gap between HOMO and LUMO: 10.17 eV
Net charge: 0
LUMO level: 0.7 eV